ORCA calculation (wB97M-V/def2-TZVPD) on a 6-piece molecular cluster, C24H36BrNO16 overall at a distorted geometry.

Geometry as XYZ:
```
78
Properties=species:S:1:pos:R:3:forces:R:3
O 1.8628 1.9146 3.8465 -1.0 0.0 -0.9
C 0.9009 2.0863 3.1369 0.7 0.2 0.6
C -0.2804 1.1747 2.8869 -0.2 -0.5 -0.4
C -1.4563 2.0907 2.6090 0.1 0.8 -0.5
Br -2.9257 2.0248 3.8732 0.1 -0.1 0.1
C -0.7888 3.4893 2.5967 0.2 -0.4 0.7
N 0.6423 3.2864 2.3524 0.4 -0.4 0.3
H -0.4646 0.3357 3.5389 0.2 0.1 0.4
H -0.0581 0.7472 1.9075 0.3 -0.3 0.0
H -1.9104 1.8992 1.6475 -0.2 -0.3 -0.1
H -0.8275 3.8214 3.6320 -0.2 0.5 0.0
H -1.2368 4.2254 1.9480 -0.1 0.1 -0.2
H 0.8441 3.0201 1.3890 -0.1 0.3 -0.2
C 0.3113 -2.6801 -2.1056 0.5 0.1 0.0
C -0.0580 -1.5609 -1.1725 -0.1 -0.2 -0.2
C -1.3428 -0.8475 -1.5270 -0.1 0.0 0.0
O -1.1032 0.4770 -1.0257 0.0 0.0 0.1
C 0.2264 0.6806 -1.0383 -0.1 -0.2 -0.1
O 0.7398 1.7456 -0.8744 0.2 0.3 0.3
O 0.8918 -0.4666 -1.2553 -0.1 0.1 0.1
H 1.2617 -3.1295 -1.8179 0.0 0.0 0.1
H -0.4549 -3.4493 -2.0904 -0.1 -0.1 0.0
H 0.4196 -2.3066 -3.1245 -0.1 0.0 0.0
H -0.0785 -1.9038 -0.1346 0.0 0.1 0.0
H -2.2232 -1.2779 -1.0587 0.0 0.1 0.1
H -1.4967 -0.7777 -2.6052 0.1 0.0 0.0
C -4.0607 -3.0799 -6.9760 0.0 -0.3 0.0
C -3.8642 -3.1094 -5.4825 0.0 0.0 -0.2
C -2.6134 -2.4207 -4.9834 0.0 0.1 0.1
O -2.3224 -3.1575 -3.7831 -0.1 0.2 -0.2
C -2.8365 -4.4055 -3.9312 -0.1 0.1 -0.1
O -2.6002 -5.3137 -3.2080 0.1 -0.2 0.2
O -3.6443 -4.4560 -5.0130 0.0 0.1 0.1
H -4.9600 -3.6267 -7.2555 0.0 0.0 0.0
H -4.1565 -2.0520 -7.3249 0.0 0.0 0.0
H -3.2175 -3.5506 -7.4823 0.1 0.1 0.0
H -4.7491 -2.7226 -4.9704 0.0 0.0 0.0
H -2.7575 -1.3667 -4.7571 0.0 0.0 0.1
H -1.7733 -2.5340 -5.6726 0.0 0.0 -0.1
C 1.4802 5.0942 -5.1464 -0.2 0.0 -0.2
C 0.5112 4.2886 -4.3202 0.2 0.1 -0.1
C 1.0097 2.9321 -3.8797 0.1 0.0 0.2
O -0.2096 2.1821 -3.7757 0.1 -0.1 -0.1
C -1.1014 2.7290 -4.6332 0.1 0.1 0.0
O -2.1326 2.2257 -4.9396 -0.2 -0.1 -0.1
O -0.6504 3.9165 -5.0937 -0.1 0.0 0.1
H 1.0320 6.0384 -5.4529 0.0 0.0 0.1
H 2.3807 5.3081 -4.5713 0.0 0.0 0.0
H 1.7564 4.5512 -6.0508 0.0 -0.1 0.0
H 0.1630 4.8693 -3.4621 0.0 0.0 0.0
H 1.5221 2.9480 -2.9219 -0.1 -0.1 0.1
H 1.6468 2.4544 -4.6285 0.0 0.1 -0.1
C 4.7333 1.7255 2.5703 0.3 0.3 0.1
C 5.8724 0.7591 2.7627 -0.2 0.1 0.0
C 5.5603 -0.4242 3.6511 0.0 -0.1 0.0
O 6.8466 -0.7343 4.2076 -0.1 0.0 0.0
C 7.5783 0.4068 4.2158 -0.2 0.0 -0.1
O 8.6110 0.5425 4.7810 0.2 0.0 0.1
O 6.9607 1.3667 3.4871 0.0 -0.1 -0.1
H 5.0434 2.5670 1.9508 0.0 -0.1 -0.1
H 3.8931 1.2292 2.0872 0.0 0.0 0.0
H 4.4003 2.1254 3.5250 -0.1 -0.1 0.0
H 6.2667 0.4257 1.7981 0.0 0.0 0.0
H 5.1666 -1.2822 3.1127 0.1 -0.1 0.0
H 4.8809 -0.1605 4.4647 0.0 0.1 0.0
C -3.9940 -2.3251 6.0294 -0.1 0.1 -0.2
C -2.6580 -2.8294 5.5488 -0.2 0.1 0.1
C -1.4524 -2.1829 6.1961 0.1 0.0 0.1
O -0.4647 -2.2759 5.1570 -0.1 0.1 0.1
C -1.1179 -2.3039 3.9753 -0.2 0.0 0.1
O -0.5995 -2.1722 2.9142 0.1 0.0 -0.3
O -2.4417 -2.4867 4.1646 0.0 -0.1 0.0
H -4.8050 -2.8107 5.4886 0.0 -0.1 0.0
H -4.1156 -2.5285 7.0931 0.0 0.0 0.0
H -4.0801 -1.2513 5.8597 0.1 0.0 0.0
H -2.6040 -3.9184 5.6297 0.0 0.0 0.0
H -1.1077 -2.6958 7.0897 0.1 -0.1 -0.1
H -1.6199 -1.1270 6.4210 -0.1 0.0 0.0
```
Forces are in eV/Å.

The charge is 0. Its HOMO energy is -9.86 eV. The multiplicity is 1. The strongest force on any atom is 1.31 eV/Å. For the LUMO energy, the calculation gives 0.4 eV. The SMILES is O=C1C[C@@H](Br)CN1.C[C@@H]1COC(=O)O1.C[C@@H]1COC(=O)O1.C[C@@H]1COC(=O)O1.C[C@@H]1COC(=O)O1.C[C@@H]1COC(=O)O1.